1.
{
  "formula": "C10H20CrNO7",
  "method": "wB97M-V/def2-TZVPD",
  "species": ["Cr", "C", "C", "O", "O", "H", "H", "H", "C", "C", "O", "O", "H", "H", "H", "C", "C", "O", "O", "H", "H", "H", "C", "C", "C", "O", "C", "N", "H", "H", "H", "H", "H", "H", "H", "H", "H", "H", "H"],
  "coordinates": [[-1.3338, 0.2278, 0.1946], [-4.1337, -1.7551, 2.4575], [-3.0093, -1.0997, 1.6362], [-3.2565, -0.4025, 0.6474], [-1.8281, -1.0850, 1.8162], [-4.6588, -2.4821, 1.8381], [-4.8586, -0.9703, 2.6734], [-3.6740, -2.2781, 3.2961], [-1.0178, 2.1880, -3.4557], [-1.0039, 1.3911, -2.1839], [-0.0245, 1.3880, -1.3508], [-1.9710, 0.6562, -1.8053], [-1.8387, 1.9365, -4.1273], [-0.0220, 2.2748, -3.8905], [-1.3604, 3.1961, -3.2228], [0.1715, 3.1546, 2.7058], [-0.3835, 1.9848, 1.8788], [0.2494, 0.9999, 1.5839], [-1.4973, 2.0992, 1.2307], [-0.6291, 3.5302, 3.3430], [0.5203, 4.0061, 2.1216], [0.9566, 2.7994, 3.3732], [1.7581, -3.0671, -0.0801], [1.3088, -1.7348, 0.3492], [2.4466, -0.7707, -0.0855], [2.5407, -0.7191, -1.5636], [3.2638, 0.3882, -2.1546], [-0.0149, -1.4052, -0.3373], [1.5900, -3.7566, 0.7472], [2.8361, -3.2287, -0.0803], [1.4467, -3.6003, -0.9783], [1.1539, -1.6795, 1.4267], [3.4014, -0.9836, 0.3953], [2.3897, 0.2561, 0.2761], [2.7042, 1.3091, -2.3189], [3.6225, 0.2964, -3.1798], [4.1506, 0.6560, -1.5803], [-0.4014, -2.3384, -0.3413], [0.4064, -1.3817, -1.2549]],
  "atomic_forces_ev_per_a": [[1.48, 0.60, -0.08], [1.08, 0.02, -0.72], [-2.81, 1.03, -1.39], [-5.64, 0.89, -2.52], [6.07, -2.98, 4.89], [0.11, -0.03, -0.12], [0.17, -0.12, 0.47], [-0.41, 0.27, 0.29], [-0.57, 0.76, 0.16], [0.78, -1.89, 3.24], [0.22, 1.42, -2.22], [-0.93, 0.78, -2.09], [0.46, -0.87, -0.26], [-0.22, -0.20, -0.19], [0.44, 0.33, 0.52], [-0.70, -0.63, 0.71], [-2.19, 1.98, -2.57], [3.61, -2.41, 1.34], [-0.51, 1.31, 1.38], [-0.11, 0.08, -0.01], [0.01, -0.34, -0.34], [0.17, 0.01, -0.19], [1.41, -3.46, 1.22], [0.19, 2.43, -0.85], [-0.11, 2.29, -0.74], [0.50, -0.01, 0.14], [-0.10, 0.46, 0.70], [1.97, -0.99, 0.07], [-0.85, -0.45, 0.02], [0.38, 0.81, -0.39], [-0.60, 0.75, -0.21], [0.17, 0.16, -0.09], [0.32, -1.22, -0.35], [-1.26, 0.20, -0.13], [-0.84, -0.03, 0.98], [-0.07, -1.58, -0.08], [0.06, -0.13, 0.33], [-1.00, -0.06, 0.14], [-0.66, 0.80, -1.05]],
  "gap_ev": [5.051, 8.136],
  "total_charge": -1,
  "multiplicity": 5,
  "total_energy_ev": -54940.5421,
  "lumo_energy_ev": [3.063, 3.060],
  "molar_mass_g_mol": 318.27
}



2.
{
  "formula": "C5H7N2",
  "method": "wB97M-V/def2-TZVPD",
  "species": ["C", "C", "C", "C", "C", "N", "N", "H", "H", "H", "H", "H", "H", "H"],
  "coordinates": [[-3.3278, 0.4968, -0.0449], [-2.1777, 0.2010, -0.2510], [1.2952, 1.7340, -0.2348], [0.7392, 0.7989, 0.8355], [0.4669, -1.1366, -0.6862], [0.6167, 1.1368, -1.1616], [0.1460, 0.1665, -0.3637], [-4.3037, 0.3975, -0.2177], [1.8676, 2.6209, -0.5121], [1.3015, 0.0764, 1.4763], [-0.0320, 1.1396, 1.6530], [-0.0227, -2.0428, -0.0047], [0.2138, -1.4599, -1.7177], [1.5034, -1.3298, -0.7758]],
  "atomic_forces_ev_per_a": [[3.01, -0.11, 0.00], [2.94, 0.06, 0.02], [-1.17, -0.26, -0.06], [-0.82, 0.13, 3.74], [-2.30, -6.17, -0.56], [0.54, 1.40, -2.49], [-2.45, 0.22, 1.94], [-3.65, 0.02, -0.17], [0.23, -0.25, 0.90], [0.41, 0.64, -1.03], [1.11, 0.05, -2.10], [1.20, 2.96, -1.35], [-0.66, 0.88, 0.43], [1.60, 0.44, 0.75]],
  "e_above_lowest_kcal_mol": 263.1,
  "gap_ev": [7.822, 7.596],
  "total_charge": 1,
  "total_energy_ev": -8261.3698,
  "lumo_energy_ev": [-7.257, -7.807],
  "molar_mass_g_mol": 95.12
}



3.
{
  "formula": "C3H9NOS",
  "method": "wB97M-V/def2-TZVPD",
  "species": ["C", "C", "S", "N", "C", "O", "H", "H", "H", "H", "H", "H", "H", "H", "H"],
  "coordinates": [[0.8966, 0.3153, -1.5621], [-0.4143, -0.2929, -1.1852], [-0.2345, -1.8288, -0.3350], [0.4340, -0.1870, 2.1777], [-0.3568, 0.7202, 1.7209], [-0.1030, 2.3943, -0.1506], [0.7421, 1.3045, -2.0137], [1.5753, -0.3272, -2.1142], [-0.9499, 0.4445, -0.5309], [-1.0830, -0.4846, -2.0538], [0.2905, -0.9664, 1.4115], [1.4443, 0.5804, -0.6469], [-1.3170, 0.8596, 2.2849], [-0.0536, 1.3352, 0.8432], [-0.2528, 3.3490, -0.1443]],
  "atomic_forces_ev_per_a": [[0.96, 1.05, 0.18], [-0.11, -0.23, 0.29], [0.35, -0.01, 0.70], [-3.35, 2.20, -1.42], [0.92, -3.68, 4.53], [-0.09, -0.53, 0.07], [0.12, -0.51, -0.29], [-0.28, -0.18, -0.38], [-0.11, -0.35, -0.37], [0.08, 0.17, 0.54], [0.94, -1.24, -1.45], [-0.10, -0.21, -0.13], [0.92, 1.11, -0.20], [-0.36, 2.51, -2.76], [0.10, -0.10, 0.69]],
  "e_above_lowest_kcal_mol": 198.1,
  "gap_ev": 5.065,
  "total_energy_ev": -17621.6147,
  "lumo_energy_ev": -3.827,
  "molar_mass_g_mol": 107.18
}



4.
{
  "formula": "C4H12NO3S",
  "method": "wB97M-V/def2-TZVPD",
  "species": ["C", "C", "S", "C", "N", "C", "O", "H", "H", "H", "H", "H", "H", "H", "H", "H", "H", "O", "H", "H", "O"],
  "coordinates": [[-0.3803, -0.0692, -0.5373], [-1.4624, 0.9548, -0.9087], [-2.5141, 0.3340, -2.1852], [0.6467, 0.4948, 0.4351], [0.2394, 0.7136, 1.7580], [-1.0796, 0.5934, 2.3127], [1.8145, 0.7108, 0.1683], [-0.8150, -0.9245, -0.0081], [0.0519, -0.2966, -1.4912], [-2.0108, 1.2955, 0.0093], [-1.1352, 2.0153, -1.0129], [0.9863, 1.1413, 2.2812], [-1.8776, 0.1836, 1.6847], [-1.5798, 1.4743, 2.7188], [-1.0733, -0.0988, 3.1627], [2.4287, -1.1131, -0.1472], [1.4753, -2.0944, 0.5735], [2.2788, -2.0644, 0.0420], [1.3024, -0.3192, -2.6222], [1.0588, -1.8331, -3.1704], [1.6455, -1.0980, -3.0631]],
  "atomic_forces_ev_per_a": [[0.11, 1.51, 1.19], [-0.85, 1.66, 2.06], [-0.51, -0.14, -0.59], [-0.96, -0.11, 0.79], [-0.05, 0.09, -1.69], [-1.16, -0.90, 1.15], [0.56, 0.32, -0.33], [-0.22, -0.11, -0.67], [0.35, -0.69, 0.17], [-0.29, -1.22, -0.23], [1.10, -0.70, -1.14], [-0.18, 0.01, 0.28], [0.83, -0.03, -0.57], [0.64, 0.66, -0.22], [0.25, -0.06, 0.08], [-0.29, -0.61, 0.13], [0.15, 0.14, -0.12], [0.24, 0.15, 0.04], [-0.59, -0.50, -0.11], [-1.02, 0.13, 0.42], [1.91, 0.41, -0.64]],
  "e_above_lowest_kcal_mol": 31.2,
  "gap_ev": 5.909,
  "total_charge": -1,
  "total_energy_ev": -22811.2084,
  "lumo_energy_ev": 3.140,
  "molar_mass_g_mol": 154.21
}



5.
{
  "formula": "N3O3",
  "method": "wB97M-V/def2-TZVPD",
  "species": ["O", "N", "O", "N", "N", "O"],
  "coordinates": [[-0.9243, -1.3016, -0.0119], [-0.9810, -0.0318, -0.0257], [-2.0863, 0.5560, 0.0374], [0.0335, 0.7688, -0.0857], [1.4243, -0.2972, 0.0491], [2.4695, 0.2514, 0.0086]],
  "atomic_forces_ev_per_a": [[-0.03, 1.15, -0.11], [-0.94, -1.07, 0.30], [-0.12, -0.27, -0.10], [3.96, -1.46, 0.14], [-1.29, 1.47, -0.14], [-1.57, 0.18, -0.09]],
  "e_above_lowest_kcal_mol": 85.6,
  "gap_ev": 8.324,
  "total_charge": -1,
  "total_energy_ev": -10607.8212,
  "smiles": "O=[N+]([O-])/N=N/[O-]",
  "lumo_energy_ev": 4.294,
  "molar_mass_g_mol": 90.02
}



6.
{
  "formula": "C15H36Cl3FeO4SbSi2",
  "method": "wB97M-V/def2-TZVPD",
  "species": ["Fe", "C", "C", "O", "C", "C", "O", "C", "C", "O", "C", "C", "O", "H", "H", "H", "H", "H", "H", "H", "H", "H", "H", "H", "H", "H", "H", "H", "H", "Cl", "Si", "Cl", "Cl", "C", "Si", "C", "C", "C", "H", "H", "H", "H", "H", "H", "H", "H", "H", "H", "H", "C", "Sb", "C", "C", "H", "H", "H", "H", "H", "H", "H", "H", "H"],
  "coordinates": [[-1.0371, 0.2501, 0.0898], [-0.1456, 3.3542, 1.4917], [-1.2782, 2.7025, 2.2609], [-2.1872, 2.0814, 1.3671], [-3.1025, 2.9739, 0.7402], [-3.8359, 2.1599, -0.3034], [-2.8820, 1.5207, -1.1357], [-2.5956, 2.1799, -2.3547], [-1.2957, 1.5906, -2.8704], [-0.2795, 1.6101, -1.8710], [0.2821, 2.8896, -1.6306], [1.1811, 2.7555, -0.4260], [0.4376, 2.3276, 0.7030], [-0.5135, 4.1707, 0.8634], [0.5934, 3.7613, 2.1879], [-0.8837, 1.8928, 2.8774], [-1.7854, 3.4371, 2.8908], [-3.7992, 3.3859, 1.4755], [-2.5627, 3.8041, 0.2701], [-4.3939, 1.3664, 0.1885], [-4.5167, 2.7881, -0.8803], [-3.3908, 1.9949, -3.0825], [-2.5111, 3.2616, -2.2017], [-1.4443, 0.5370, -3.1020], [-0.9696, 2.1243, -3.7662], [0.8699, 3.2145, -2.4944], [-0.4982, 3.6345, -1.4406], [1.9136, 1.9676, -0.6144], [1.7015, 3.6957, -0.2312], [-2.0948, -3.2134, 1.8512], [-2.3121, -1.1988, 1.5441], [-4.3387, -0.8936, 1.6968], [-2.2502, -1.3354, -0.9720], [2.7398, -3.5553, -2.5904], [1.0742, -3.7100, -1.7088], [-0.2800, -4.1054, -2.9648], [1.1019, -5.0324, -0.3658], [0.7186, -2.1033, -0.8435], [2.9627, -4.4547, -3.1669], [3.5512, -3.4077, -1.8752], [2.7375, -2.7082, -3.2794], [-0.0849, -5.0704, -3.4364], [-0.3309, -3.3489, -3.7501], [-1.2570, -4.1543, -2.4814], [1.1413, -6.0345, -0.7955], [0.2030, -4.9707, 0.2515], [1.9676, -4.9214, 0.2905], [0.8729, -1.1175, -1.2791], [0.3775, -2.1477, 0.1839], [2.9749, -1.6952, 1.4328], [1.5252, -0.2178, 2.0245], [1.3891, -0.9437, 4.0491], [2.9984, 1.3029, 2.4500], [3.7842, -1.7260, 2.1605], [3.3719, -1.4567, 0.4472], [2.4906, -2.6691, 1.3835], [2.3979, -1.1561, 4.3973], [0.7984, -1.8583, 4.0721], [0.9276, -0.2042, 4.7014], [3.7304, 0.8963, 3.1451], [2.5362, 2.1829, 2.8957], [3.5044, 1.5966, 1.5310]],
  "atomic_forces_ev_per_a": [[0.56, 1.55, 0.16], [-0.10, -0.03, 0.11], [0.16, 0.09, -0.11], [0.02, -0.21, -0.01], [-0.02, 0.02, -0.23], [0.08, 0.02, 0.24], [0.07, 0.07, 0.02], [0.20, -0.01, -0.01], [-0.25, -0.07, -0.04], [-0.05, -0.33, 0.32], [0.16, 0.11, 0.12], [0.04, -0.05, -0.15], [-0.25, -0.02, -0.11], [0.02, 0.00, -0.02], [0.03, 0.03, -0.02], [-0.02, 0.09, 0.11], [-0.01, -0.06, 0.06], [0.02, -0.04, 0.04], [-0.01, 0.00, 0.00], [-0.11, 0.02, -0.04], [-0.03, -0.03, -0.01], [0.00, 0.05, -0.02], [-0.03, 0.00, 0.01], [0.01, 0.03, -0.10], [0.06, -0.05, -0.01], [-0.05, -0.01, -0.05], [-0.02, -0.03, -0.02], [0.07, 0.07, -0.01], [0.04, -0.03, 0.06], [0.17, -0.05, 0.21], [-0.47, -0.45, -0.47], [-0.15, 0.03, 0.23], [-0.20, -0.44, 0.01], [-0.30, -0.05, 0.20], [0.08, -0.30, -0.25], [0.20, 0.13, 0.23], [0.05, 0.19, -0.18], [0.18, -0.20, -0.15], [-0.01, -0.01, -0.01], [0.00, 0.01, 0.01], [-0.01, 0.00, -0.02], [0.01, -0.01, -0.01], [0.01, 0.00, -0.01], [0.00, -0.01, 0.01], [0.00, 0.00, -0.02], [-0.03, 0.00, -0.02], [0.01, 0.01, 0.00], [0.01, 0.02, 0.05], [-0.09, 0.12, 0.00], [-0.20, 0.10, -0.03], [0.62, -0.31, 0.21], [-0.19, 0.10, -0.23], [-0.29, -0.04, -0.11], [-0.01, 0.05, 0.03], [0.00, 0.00, 0.00], [0.03, -0.02, 0.01], [0.01, 0.01, -0.01], [-0.01, 0.00, 0.02], [-0.01, -0.01, 0.00], [-0.01, -0.04, -0.01], [0.00, 0.00, 0.00], [0.00, 0.00, 0.00]],
  "e_above_lowest_kcal_mol": 25.2,
  "gap_ev": [8.199, 7.782],
  "total_charge": 1,
  "multiplicity": 6,
  "total_energy_ev": -118571.3438,
  "lumo_energy_ev": [-2.580, -3.603],
  "molar_mass_g_mol": 620.59
}